# 1
DFT (the ωB97M-V functional and the def2-TZVPD basis) results for C2H2ClP in the gas phase.

The geometry in XYZ format:
```
6
Properties=species:S:1:pos:R:3:lowdin_charge:R:1
C -0.378 0.078 0.088 -0.7995
C 0.788 0.423 -0.534 -0.0977
P -2.390 -0.227 1.000 0.4062
Cl -0.512 -1.420 1.019 0.4082
H 1.667 -0.197 -0.487 0.0433
H 0.825 1.343 -1.086 0.0395
```

Results
E_HOMO = -7.70 eV
electronic energy = -878.770932 Ha
HOMO-LUMO gap = 7.2 eV
LUMO energy = -0.52 eV

=====

# 2
DFT (the ωB97M-V functional and the def2-TZVPD basis) results for a molecular structure, C2H2CrO2.

The geometry in XYZ format:
```
7
Properties=species:S:1:pos:R:3:lowdin_charge:R:1
H -0.455 -0.191 1.689 0.0855
C 0.377 0.179 1.097 0.0196
C 1.439 -0.003 0.498 -0.0476
H 2.300 -0.614 0.249 0.0577
O -1.779 0.784 -0.610 -0.4388
O -1.818 -0.364 -1.589 -0.4591
Cr -0.063 0.208 -1.333 0.7826
```

Results
E_HOMO (spin up / spin down) = -7.60 / -7.96 eV
electronic energy = -1272.094301 Ha
HOMO-LUMO gap (spin up / spin down) = 6.8 / 7.0 eV
LUMO energy (spin up / spin down) = -0.84 / -0.94 eV
2S+1 = 5

=====

# 3
DFT (the ωB97M-V functional and the def2-TZVPD basis) results for 2 unconnected molecules or ions with the total composition C2H2F2.

The geometry in XYZ format:
```
6
Properties=species:S:1:pos:R:3:lowdin_charge:R:1
C 0.802 -0.014 -0.997 0.1251
C -0.715 -0.017 0.814 -0.1744
F -1.912 -0.422 0.496 0.0854
F -0.815 1.002 1.616 0.0935
H 1.675 0.458 -0.546 -0.0628
H 0.965 -1.008 -1.383 -0.0668
```

Results
E_HOMO (spin up / spin down) = -8.64 / -9.14 eV
electronic energy = -276.900362 Ha
HOMO-LUMO gap (spin up / spin down) = 7.9 / 8.4 eV
LUMO energy (spin up / spin down) = -0.71 / -0.77 eV

=====

Energy above the lowest of the compared OMol25 structures with the same formula, charge and spin for every record listed, in sequence, given in kcal/mol: 86.5, 0.0, 131.3.